Here is C5H7Br2NS in the gas phase at a distorted geometry from the Open Molecules 2025 dataset. Energies are from the ωB97M-V functional and the def2-TZVPD basis.

Bonds (Å) are listed after each position.
Atoms and positions in Å:
1 C 0.45014 0.48616 0.08976  C2 1.449, C4 1.503, N6 1.285
2 C 0.30830 -0.87170 -0.39453  C1 1.449, C5 1.486, S7 1.748
3 C -2.24783 -0.28134 -0.57838  S7 1.723, Br8 1.968, H10 1.097
4 C -0.36597 0.94884 1.26381  C1 1.503, H11 1.025, H12 1.098, H13 1.102
5 C 1.44781 -1.58259 -1.03069  C2 1.486, H14 0.993, H15 1.075, H16 1.162
6 N 1.37518 1.24656 -0.37570  C1 1.285, Br9 1.783
7 S -1.24967 -1.65769 -0.30021  C2 1.748, C3 1.723
8 Br -3.59059 0.39383 0.69174  C3 1.968
9 Br 2.01677 2.82856 0.13722  N6 1.783
10 H -1.64563 0.57483 -0.90823  C3 1.097
11 H 0.34633 1.50351 1.74815  C4 1.025
12 H -0.69750 0.16093 1.95304  C4 1.098
13 H -1.25633 1.56082 1.04887  C4 1.102
14 H 2.05906 -0.89428 -1.40408  C5 0.993
15 H 1.12194 -2.25998 -1.79923  C5 1.075
16 H 1.92801 -2.15646 -0.14152  C5 1.162

The total charge is 0. The LUMO energy (alpha / beta) comes out at -1.08 / -1.00 eV. The energy above the lowest of the compared OMol25 structures with the same formula, charge and spin is 62.5 kcal/mol. As for the HOMO energy (alpha / beta): -8.5 / -8.1 eV. The orbital gap (alpha / beta) is 7.42 / 7.12 eV.